The following is a quantum chemistry calculation of a structure of composition C26H62BrClInNO11P, from the OMol25 dataset.

```
104
Properties=species:S:1:pos:R:3:mulliken_charge:R:1
C -2.10846 5.37540 -1.17558 -1.1430
C -2.45814 3.91584 -1.46694 0.1126
Br -1.27836 3.27580 -2.93295 -0.2362
C -2.35639 2.98148 -0.28360 -0.9914
In -2.75642 0.83161 -0.75240 0.7461
C -3.45436 -0.26995 1.05432 -0.7423
N -3.07650 -1.70326 1.15643 -0.6869
C -4.26176 0.78842 -2.37259 -1.0917
C -4.48223 -0.57622 -3.05383 -0.4498
C -3.77528 -0.68765 -4.40772 -1.0001
C -2.27756 -0.78884 -4.22387 1.2119
O -1.65353 -1.06556 -5.48445 -0.6938
P -0.39868 -0.06579 -1.39566 -0.2197
O 0.32151 0.24990 0.07289 -0.1832
Cl -0.52616 -2.22361 -1.25985 -0.3838
H -3.00839 5.90865 -0.85587 0.3315
H -1.69624 5.89537 -2.04014 0.4136
H -1.37893 5.42746 -0.36418 0.0967
H -3.45557 3.85672 -1.90324 0.3945
H -1.36192 3.09064 0.16100 0.0615
H -3.10726 3.30797 0.44938 0.3907
H -4.54674 -0.20191 1.08439 0.3772
H -3.09097 0.24539 1.95122 0.1535
H -3.80377 -2.27835 0.75096 0.2381
H -2.24106 -1.90168 0.62466 0.2802
H -5.18565 1.12127 -1.88526 0.4919
H -4.03292 1.54043 -3.13830 0.3082
H -4.10810 -1.38700 -2.41420 0.1807
H -5.54780 -0.78411 -3.20900 0.3356
H -3.99181 0.20945 -4.99850 0.2914
H -4.13399 -1.56123 -4.96161 0.3555
H -1.89292 0.15356 -3.81768 -0.0040
H -2.04518 -1.58639 -3.50909 -0.5500
H -0.70592 -1.16129 -5.31012 0.3451
H 1.26812 0.04924 0.01589 0.2356
C -1.49973 -5.63884 -7.30191 -0.8063
O -1.13987 -5.69707 -5.94523 -0.3334
C -1.53652 -4.52554 -5.24344 -0.4437
C -1.49487 -4.74971 -3.75169 0.4877
O -2.59989 -5.50067 -3.26431 -0.4080
C -2.49136 -6.90513 -3.35784 -0.4892
C -1.69510 -7.52265 -2.22976 -0.5657
O -0.30632 -7.38012 -2.45598 -0.2570
C 0.44913 -7.64498 -1.30042 -0.7614
H -1.03403 -4.78374 -7.80757 0.3104
H -1.15585 -6.55851 -7.77365 0.2557
H -2.58668 -5.55695 -7.42434 0.3245
H -2.55263 -4.23457 -5.53660 0.3419
H -0.86767 -3.69518 -5.49848 0.3091
H -1.56666 -3.77507 -3.26719 -0.4451
H -0.54796 -5.20998 -3.46016 0.2639
H -2.07936 -7.21466 -4.32248 0.2407
H -3.51439 -7.28147 -3.27712 0.3595
H -1.94947 -8.59103 -2.15094 0.4203
H -1.97713 -7.03314 -1.28849 0.3421
H 0.19570 -6.95164 -0.49033 0.3086
H 1.49877 -7.51967 -1.55958 0.2300
H 0.29104 -8.67095 -0.94230 0.3119
C 8.09147 -0.55859 0.75174 -0.7764
O 6.90424 -0.24940 1.43689 -0.2339
C 6.09033 0.65403 0.71276 -0.6621
C 4.68840 0.69502 1.27462 -0.4127
O 3.88533 -0.40364 0.88339 -0.3461
C 4.07535 -1.63057 1.56763 -0.5331
C 3.45221 -1.65624 2.94407 -0.4979
O 4.26712 -0.97861 3.88310 -0.2595
C 3.58030 -0.72348 5.08478 -0.5832
H 8.69868 0.33751 0.57011 0.3044
H 8.65911 -1.24746 1.37468 0.2258
H 7.88356 -1.03582 -0.21352 0.3265
H 6.04273 0.35615 -0.34298 0.3442
H 6.52223 1.66429 0.76376 0.4199
H 4.19506 1.57227 0.85118 0.3699
H 4.71551 0.80396 2.36144 0.2557
H 5.13338 -1.90003 1.61778 0.2312
H 3.55257 -2.37302 0.96196 0.4292
H 3.31687 -2.70205 3.25548 0.4210
H 2.46099 -1.18731 2.89309 0.2921
H 2.70276 -0.08865 4.91644 0.1506
H 4.26925 -0.20998 5.75293 0.2342
H 3.24719 -1.65324 5.56279 0.3132
C 0.14250 2.33373 2.93374 -0.6464
O 0.43514 3.65638 3.34769 -0.4213
C 0.02753 4.61327 2.39197 -0.2858
C 0.07602 6.00290 2.98250 -0.5326
O -1.01769 6.29795 3.84089 -0.4441
C -0.92407 5.79866 5.16111 -0.3904
C -0.12012 6.68357 6.08655 -0.6141
O 1.26806 6.49987 5.88688 -0.2161
C 2.03093 7.49482 6.51946 -0.7738
H 0.66718 2.06709 2.01062 0.2411
H 0.46798 1.67185 3.73469 0.2524
H -0.93032 2.19152 2.76615 0.3658
H -0.99168 4.39940 2.04919 0.1415
H 0.69104 4.57804 1.51445 0.4696
H -0.00497 6.71681 2.16016 0.4079
H 1.02917 6.16345 3.49359 0.2433
H -0.52976 4.77991 5.17366 0.2398
H -1.94912 5.78105 5.53879 0.3706
H -0.38013 6.44034 7.12788 0.4244
H -0.39011 7.73265 5.90341 0.3379
H 1.79217 8.49160 6.12857 0.3138
H 3.07956 7.27809 6.32434 0.2273
H 1.86617 7.50134 7.60489 0.3029
```

Its LUMO energy is 2.335 eV. The net charge is -1. The orbital gap is 6.31 eV.

The following is a quantum chemistry calculation of a structure of composition C26H64B2F6MgNO16S2, from the OMol25 dataset.

```
118
Properties=species:S:1:pos:R:3:mulliken_charge:R:1
Mg 17.89105 17.48663 11.91633 -1.4114
C 24.30631 21.25218 10.64139 0.6246
F 24.80694 22.26568 11.41010 -0.2767
F 22.98678 21.33928 10.79640 -0.1467
F 24.59458 21.45552 9.37557 -0.2522
S 25.03496 19.64831 11.33836 0.8734
O 25.65408 19.06117 10.18430 -0.6914
O 25.94056 20.01668 12.37794 -0.6379
N 23.75093 18.89423 12.00287 0.0751
S 22.96925 18.13557 10.81974 0.8633
O 21.68301 17.73394 11.33367 -0.4575
O 22.89114 18.80208 9.55767 -0.7385
C 23.93913 16.52950 10.58476 0.5219
F 23.26955 15.50966 11.10643 -0.2608
F 24.15261 16.29641 9.28080 -0.2859
F 25.12136 16.56644 11.18432 -0.1540
B 18.41184 18.30826 10.18014 3.4481
H 18.33447 19.07793 11.05589 -0.5603
H 17.33044 17.88597 9.99803 -0.4295
H 18.86821 18.69369 9.12954 -0.3452
H 19.13096 17.48527 10.58628 -0.3301
B 18.65483 17.74469 14.01213 2.3356
H 19.43141 16.81175 14.10392 -0.3725
H 19.00408 18.41669 13.10750 -0.4084
H 17.52729 17.49874 13.77896 -0.2703
H 18.64230 18.36869 15.06098 -0.3516
C 21.11797 20.63309 13.15825 -0.4365
O 22.37110 20.57457 13.74229 -0.0464
C 22.78726 21.82934 14.17165 -0.6139
C 23.96059 21.66917 15.14241 -0.8238
O 24.69560 20.49767 14.88224 0.1198
C 25.72987 20.29281 15.76349 -0.7610
C 26.16059 18.79473 15.75361 -0.6247
O 25.37040 18.04568 14.82233 -0.0640
C 25.76888 16.71501 14.72734 -0.6662
H 20.36665 20.88902 13.92054 0.4053
H 20.85550 19.70090 12.66643 -0.3830
H 21.10618 21.39316 12.36183 0.3476
H 21.99774 22.22831 14.84350 0.3766
H 22.94458 22.52956 13.34580 0.3196
H 23.60962 21.59710 16.19391 0.4368
H 24.61019 22.56382 15.20184 0.3084
H 25.48952 20.57108 16.80714 0.3698
H 26.63830 20.87110 15.52601 0.3208
H 26.09698 18.29893 16.73319 0.3757
H 27.17484 18.72133 15.32456 0.3068
H 26.78801 16.59225 14.33425 0.3204
H 25.10174 16.28911 13.97063 -0.0289
H 25.58914 16.16494 15.66225 0.3447
C 12.66453 20.81082 1.83636 -0.7455
O 12.42361 20.37094 3.15591 -0.3063
C 13.14996 21.14806 4.08025 -0.3882
C 12.81919 20.66162 5.47491 -0.6977
O 13.19104 19.33550 5.77986 -0.3613
C 14.59287 19.11894 5.77615 -0.1308
C 14.80250 17.62444 6.06281 -0.4990
O 16.14980 17.29613 6.17834 -0.4342
C 16.72022 17.66152 7.41484 -0.4124
H 13.63213 20.46093 1.46523 0.2818
H 12.55960 21.89595 1.73506 0.3148
H 11.88993 20.36553 1.20638 0.2460
H 12.74780 22.16858 4.05516 0.4286
H 14.23402 21.09298 3.95050 0.3340
H 11.73264 20.65898 5.60380 0.3341
H 13.20794 21.36718 6.22790 0.3924
H 15.06906 19.77075 6.51761 0.2873
H 15.00429 19.27610 4.77213 0.1360
H 14.35370 17.11826 5.20690 0.3105
H 14.27524 17.32846 6.98225 0.2683
H 17.79083 17.49552 7.31930 0.0743
H 16.40095 16.94979 8.18820 0.1812
H 16.56313 18.68358 7.76038 0.3402
C 19.73855 14.90686 11.84845 -0.8729
O 18.42956 15.48365 11.93027 -0.7904
C 17.40796 14.71915 11.35305 -0.5043
C 16.04127 15.21300 11.83809 -0.8418
O 16.06888 16.63650 11.85402 -0.4882
C 14.86483 17.32516 12.25433 -0.5984
C 15.28898 18.58838 12.98964 -0.7352
O 16.41584 19.09879 12.34151 -0.3274
C 16.65674 20.43760 12.75564 -0.9061
H 20.04580 14.82684 10.80508 0.4701
H 19.81201 13.93063 12.33083 0.3598
H 20.40967 15.61371 12.33137 0.0519
H 17.47557 13.68611 11.71668 0.4082
H 17.48649 14.58570 10.26603 0.3551
H 15.81518 14.80713 12.82344 0.4966
H 15.33613 14.89596 11.05985 0.3264
H 14.17160 16.71248 12.83962 0.4235
H 14.33777 17.56799 11.31730 0.3053
H 15.54658 18.35039 14.02891 0.2938
H 14.41201 19.24566 13.03159 0.4916
H 17.52803 20.80880 12.21901 0.1999
H 16.91318 20.42086 13.82209 0.3278
H 15.83362 21.13174 12.56772 0.3035
C 21.04925 16.35040 8.10342 -0.8982
O 21.42345 15.25366 8.90632 0.2383
C 21.93550 14.27554 8.09827 -0.7589
C 22.16255 12.96850 8.76253 -0.6063
O 20.92310 12.30055 9.06601 -0.2201
C 21.20471 10.99223 9.43797 -0.5496
C 19.98987 10.29226 9.96292 -0.6320
O 19.77642 10.56228 11.31901 -0.2400
C 18.89688 9.63026 11.91474 -0.7788
H 20.64560 17.20557 8.64276 -0.0125
H 20.23960 16.04925 7.41485 0.3575
H 21.91178 16.74609 7.55381 0.4058
H 22.85815 14.54574 7.55537 0.3709
H 21.23970 14.08786 7.25354 0.3664
H 22.65995 13.07634 9.73616 0.2781
H 22.75189 12.33173 8.09312 0.4477
H 21.92966 11.02584 10.27055 0.2995
H 21.64658 10.35343 8.65901 0.3141
H 20.02113 9.20511 9.77140 0.4771
H 19.08527 10.57987 9.39256 0.3013
H 19.23331 8.61787 11.66962 0.3280
H 17.87954 9.76287 11.50573 0.2915
H 18.84885 9.83204 12.97972 0.2520
```

Its LUMO energy is 1.673 eV. The net charge is -1. The calculation puts the energy relative to the best compared isomer or geometry (same formula, charge and spin) at 14.2 kcal/mol. The orbital gap is 7.85 eV.

The following is a quantum chemistry calculation of a structure of composition C26H64BF10NO28PtS10, from the OMol25 dataset.

```
141
Properties=species:S:1:pos:R:3:mulliken_charge:R:1
Pt -5.23199 -19.18422 -32.83653 3.0569
B -7.43077 -20.39105 -31.59664 -0.0352
F -7.98151 -20.11833 -30.37861 -0.2088
F -8.03591 -21.40161 -32.30542 -0.3198
F -7.44999 -19.21888 -32.45699 -0.4188
F -6.03359 -20.70884 -31.44871 -0.2218
C -4.23136 -19.51226 -28.96122 0.5530
F -5.44710 -19.11723 -28.65748 -0.1828
F -3.48237 -19.51062 -27.87585 -0.1550
F -4.21396 -20.71466 -29.50322 -0.0981
S -3.45312 -18.28713 -30.18365 0.5638
O -2.94749 -17.19325 -29.41339 -0.1598
O -2.47156 -18.99306 -30.94956 -0.6041
N -4.81069 -17.95581 -31.20558 -0.4917
S -5.55260 -16.55958 -30.86024 -0.1165
O -6.85149 -16.54216 -31.46448 -0.1533
O -5.50937 -16.10349 -29.49635 -0.3483
C -4.49919 -15.32678 -31.83017 0.2489
F -4.57485 -15.66045 -33.12293 -0.3159
F -4.96395 -14.11764 -31.63840 -0.0009
F -3.22132 -15.37393 -31.46913 -0.0607
O -5.97238 -8.06377 -31.18367 -0.6650
S -5.97088 -9.42339 -31.59417 1.1231
O -7.02282 -9.93343 -32.42082 -0.5315
O -4.64056 -9.70665 -32.47507 -0.2402
C -3.41581 -9.06554 -32.08711 -0.1809
C -2.54623 -8.83351 -33.30536 -1.1159
C -5.64102 -10.56242 -30.26980 -0.6626
H -2.93842 -9.62496 -31.28014 0.0858
H -3.68435 -8.07024 -31.72418 0.5333
H -1.66000 -8.23975 -33.08640 0.3825
H -3.12961 -8.36671 -34.09777 0.3754
H -2.15264 -9.75156 -33.75071 0.0822
H -6.51853 -10.65568 -29.62667 0.5457
H -4.82259 -10.20039 -29.64962 0.3515
H -5.47976 -11.56299 -30.66363 -0.1126
O -0.86858 -14.07473 -35.43240 -0.6463
S -0.19949 -13.80823 -34.19659 1.2738
O 1.17646 -13.40591 -34.21638 -0.6475
O -0.97161 -12.66241 -33.38833 -0.2674
C -2.40951 -12.51181 -33.39563 1.3540
C -2.99445 -12.26318 -34.79270 -1.6424
C -0.41559 -15.21887 -33.10305 -0.7698
H -2.70831 -11.68080 -32.76066 -0.4477
H -2.78323 -13.42772 -32.93133 -0.4006
H -3.88296 -11.64367 -34.69997 0.3581
H -3.21204 -13.19884 -35.30072 0.4103
H -2.20243 -11.80840 -35.38682 0.4658
H -0.41274 -14.83602 -32.08501 0.1350
H 0.37931 -15.95435 -33.20136 0.5311
H -1.34358 -15.71177 -33.38246 0.1822
O -1.52085 -21.62292 -33.84741 -0.6715
S -2.53400 -21.93875 -32.88403 0.8759
O -3.61728 -21.02553 -32.60281 -0.8791
O -3.27141 -23.29661 -33.28474 -0.2100
C -2.45322 -24.32503 -33.90246 -0.1759
C -3.35734 -25.48732 -34.24043 -1.2580
C -1.79869 -22.38572 -31.31273 -0.8831
H -1.55553 -24.57085 -33.33590 0.3464
H -2.09988 -23.88183 -34.83772 0.3025
H -3.59731 -26.02660 -33.31873 0.3092
H -2.93246 -26.20797 -34.93214 0.3826
H -4.30966 -25.11001 -34.61006 0.3235
H -1.18730 -21.54450 -30.99596 0.3242
H -1.20790 -23.28430 -31.45930 0.4647
H -2.64323 -22.55082 -30.64991 0.2543
O -0.05518 -9.65561 -28.29548 -0.6461
S -0.15249 -10.97557 -28.82936 1.1403
O 0.74243 -12.02119 -28.39161 -0.5953
O -1.65230 -11.52470 -28.60058 -0.4957
C -1.95618 -12.81757 -29.15733 0.8970
C -3.30141 -13.29680 -28.57017 -0.6047
C -0.07703 -10.87814 -30.62721 -0.3768
H -1.16519 -13.55738 -29.06118 0.6669
H -2.15453 -12.63299 -30.21999 -0.6189
H -3.70225 -12.50475 -27.93982 0.5348
H -3.18634 -14.24586 -28.05205 -0.0417
H -4.02794 -13.44982 -29.36711 -0.2895
H 0.80112 -10.33416 -30.96034 0.5095
H -0.98285 -10.37136 -30.95007 -0.1974
H -0.02611 -11.90663 -30.97373 0.1732
O -8.16768 -12.88183 -30.73089 -0.6421
S -8.41777 -13.35433 -32.06738 1.5296
O -7.28908 -13.68233 -32.89843 -0.6440
O -9.43487 -14.60366 -31.98145 -0.2647
C -9.55153 -15.51580 -33.08664 -0.0798
C -10.76936 -15.15624 -33.93735 -1.3819
C -9.51085 -12.14280 -32.83384 -1.2329
H -9.65619 -16.50480 -32.64921 0.2918
H -8.66724 -15.46271 -33.72191 0.2976
H -10.59713 -14.29216 -34.57512 0.2703
H -11.65493 -15.02468 -33.31636 0.3261
H -11.00195 -15.98647 -34.61034 0.4289
H -9.45037 -12.27543 -33.91059 0.3234
H -9.12368 -11.16582 -32.55015 0.4122
H -10.51489 -12.25648 -32.43891 0.3527
O 1.67288 -14.67496 -24.11243 -0.6272
S 0.98070 -15.10036 -25.28833 1.1515
O 1.71373 -15.30112 -26.51026 -0.5875
O 0.17145 -16.44455 -24.89495 -0.3266
C -0.17457 -17.35761 -25.95803 -0.5239
C -1.62089 -17.78269 -25.75709 -0.6707
C -0.41097 -13.98599 -25.58436 -0.6675
H 0.53872 -18.17656 -25.89093 0.3102
H -0.12283 -16.87170 -26.93345 0.3958
H -1.86676 -18.54724 -26.49496 0.2099
H -2.29828 -16.94787 -25.92180 0.2397
H -1.73428 -18.27322 -24.79086 0.3345
H -0.78604 -14.27784 -26.56249 -0.0436
H -0.04830 -12.96146 -25.60735 0.4059
H -1.10327 -14.10526 -24.75678 0.4255
O -8.06611 -18.43878 -22.61825 -0.6068
S -7.44576 -17.19850 -22.25111 1.1871
O -7.20302 -16.88574 -20.88361 -0.6178
O -6.02249 -17.14665 -23.02227 -0.3998
C -6.08106 -17.30723 -24.45097 0.2725
C -5.15369 -18.47450 -24.80484 -0.5931
C -8.38232 -15.87631 -23.03817 -0.6218
H -5.73492 -16.40181 -24.95068 0.2944
H -7.09858 -17.49401 -24.78252 -0.0933
H -4.59023 -18.91047 -23.98486 0.4959
H -4.43825 -18.23209 -25.59491 -0.2413
H -5.71545 -19.30082 -25.25398 0.1553
H -9.39845 -15.90060 -22.66027 0.3400
H -8.30722 -15.90297 -24.12161 0.1496
H -7.88675 -14.95825 -22.71456 0.3281
O -10.77321 -16.64865 -27.20842 -0.6813
S -9.43847 -17.12333 -27.40087 1.2113
O -8.32523 -16.49794 -26.73102 -0.5361
O -9.46192 -18.67205 -26.95700 -0.4851
C -8.22688 -19.39384 -27.01305 1.6318
C -8.47439 -20.75377 -26.41666 -1.7156
C -9.07642 -17.26508 -29.15737 -0.0824
H -7.44806 -18.88133 -26.44363 -0.3390
H -7.88673 -19.46423 -28.04527 -0.3462
H -7.62442 -21.43333 -26.48482 0.3730
H -9.24735 -21.23986 -27.02051 0.4383
H -8.80575 -20.68877 -25.38222 0.3682
H -8.05687 -17.62672 -29.25499 -0.5536
H -9.12846 -16.26545 -29.58730 0.3058
H -9.74387 -17.94956 -29.67258 0.3967
```

Its LUMO energy (spin up / spin down) is -3.189 / -5.321 eV. The net charge is 0. The calculation puts the energy relative to the best compared isomer or geometry (same formula, charge and spin) at 0.0 kcal/mol. The spin multiplicity is 3. The orbital gap (spin up / spin down) is 7.69 / 5.56 eV.

net charge of number 3 (C26H64BF10NO28PtS10)? 0